12
Properties=species:S:1:pos:R:3:forces:R:3:lowdin_charge:R:1 method="wB97M-V/def2-TZVPD" de_lowest_ev=3.307 e_lumo_ev=0.348 gap_ev=8.8
C -0.57775 2.22651 -1.57358 1.0 3.7 -0.2 -0.16
C -1.21702 1.06184 -0.69030 -1.0 1.9 1.0 -0.34
N -0.25035 -0.00453 -0.74910 2.2 -2.7 3.1 -0.11
C 0.00210 -0.58050 0.56503 -0.1 0.3 0.3 -0.70
S 1.08310 -1.62434 1.32811 -0.8 1.1 -2.1 0.52
H -0.48222 2.14914 -2.85871 0.4 -0.9 4.1 0.12
H 0.41914 2.41367 -0.80984 -2.1 -0.3 -3.2 0.12
H -1.01734 3.41077 -1.69259 0.4 -3.5 1.2 0.10
H -2.28072 0.76217 -0.89523 1.1 0.1 -0.6 0.10
H -1.30883 1.30251 0.50926 0.3 0.3 -3.2 0.14
H 0.54682 -0.05044 -1.46381 -1.9 0.2 1.5 0.16
H -0.69806 -0.21381 1.39787 0.5 -0.1 -2.0 0.04


8
Properties=species:S:1:pos:R:3:forces:R:3:lowdin_charge:R:1 method="wB97M-V/def2-TZVPD" de_lowest_ev=2.326 e_lumo_ev=1.040 gap_ev=9.1
H 2.18558 -1.61688 -0.05983 0.5 -2.0 0.6 0.03
N 1.71550 -0.77898 -0.22697 1.5 1.7 -0.4 0.09
C 0.50901 -0.68727 -0.12906 -3.4 2.6 -2.3 -0.58
C -0.48907 0.71332 -0.50125 1.4 -4.3 1.7 -0.30
P -1.27206 -0.96817 -0.07787 0.7 0.3 -2.1 0.88
H -0.23425 1.29759 0.30750 -0.1 1.4 1.9 0.00
H -0.52204 1.27613 -1.37286 -0.1 0.1 -2.0 0.01
H -1.14732 -0.70317 1.21012 -0.5 0.3 2.6 -0.12


32
Properties=species:S:1:pos:R:3:forces:R:3:lowdin_charge:R:1 method="wB97M-V/def2-TZVPD" de_lowest_ev=0.000 e_lumo_ev=0.939 gap_ev=9.3
C -2.75020 2.11741 -0.26852 0.1 -0.1 0.1 -0.13
C -2.15249 1.24263 0.82656 -0.2 0.0 0.0 -0.33
C -2.70806 -0.17277 0.76791 0.3 -0.1 -0.3 -0.50
S -2.20117 -1.00846 -0.77013 1.2 -0.7 0.5 0.84
C -0.81702 -2.20267 -0.19359 -0.5 0.2 0.0 -0.38
C 0.44197 -1.80211 0.58664 -1.3 0.7 -0.4 -0.26
C 1.79788 -2.28547 0.16896 0.1 -0.1 0.1 -0.05
C 1.44810 -0.83730 0.01437 -0.1 -0.1 0.1 -0.39
C 2.05376 0.23702 0.91153 0.1 0.0 0.1 -0.13
C 2.54539 1.31726 -0.05211 -0.1 0.0 0.1 -0.19
C 1.54205 1.25494 -1.20129 0.1 -0.1 0.0 -0.18
C 1.27864 -0.24141 -1.37850 -0.1 0.0 -0.1 -0.13
H -2.26054 3.08707 -0.29711 0.0 0.1 -0.1 0.07
H -2.62768 1.63642 -1.23815 0.0 0.1 -0.1 0.05
H -3.81385 2.27170 -0.09902 -0.1 0.0 0.0 0.07
H -2.37337 1.67342 1.80768 0.1 0.0 0.0 0.11
H -1.06847 1.19760 0.70897 0.1 0.0 0.1 0.08
H -2.36005 -0.78449 1.59821 -0.1 0.0 0.1 0.07
H -3.79858 -0.16378 0.75955 0.0 0.0 0.1 0.07
H -1.36138 -2.95303 0.38303 0.1 -0.1 -0.1 0.06
H -0.53391 -2.64120 -1.14989 0.0 -0.1 0.0 0.06
H 0.25943 -1.71565 1.65422 0.2 0.0 0.0 0.13
H 2.48189 -2.58114 0.95135 0.1 0.0 0.1 0.10
H 1.86681 -2.89040 -0.72404 0.0 0.0 -0.1 0.11
H 2.85478 -0.15217 1.54066 0.0 0.0 0.1 0.11
H 1.28188 0.64927 1.56723 0.0 0.0 0.0 0.11
H 3.54206 1.06488 -0.41492 0.1 0.0 0.0 0.11
H 2.58663 2.30124 0.41337 0.1 0.0 0.0 0.11
H 0.62147 1.76645 -0.91737 -0.1 0.0 0.0 0.10
H 1.91923 1.71697 -2.11193 -0.1 0.1 0.0 0.11
H 0.28742 -0.42749 -1.78715 0.0 0.0 -0.1 0.08
H 2.01739 -0.67473 -2.05651 0.0 0.0 0.0 0.12


46
Properties=species:S:1:pos:R:3:forces:R:3:lowdin_charge:R:1 method="wB97M-V/def2-TZVPD" e_lumo_ev="-10.075 / -10.076" total_charge=+2 gap_ev="5.9 / 5.9"
V -0.58534 -0.29910 0.64934 1.0 0.5 0.2 1.04
O 1.14371 2.40881 -1.05839 0.1 0.0 0.0 -0.11
S 0.83474 1.87087 0.19466 -0.2 0.1 -0.1 0.60
O 1.60149 2.04453 1.37408 0.0 0.0 -0.1 -0.18
O 0.91350 0.05463 -0.00590 -0.9 -0.4 0.4 -0.25
O -0.63904 1.67775 0.48192 0.0 0.0 0.0 -0.33
F -5.40755 -0.14621 -0.18178 0.0 0.0 0.0 0.21
C -4.58695 0.13330 -1.16398 0.0 0.1 0.0 -0.68
F -4.93059 -0.45484 -2.27385 0.0 0.0 0.0 0.23
F -4.43082 1.42249 -1.31468 0.0 0.1 0.0 0.22
S -2.90440 -0.54369 -0.65050 0.0 -0.2 0.1 0.75
O -1.77295 -0.09531 -1.44278 0.2 -0.1 -0.1 -0.25
O -2.61866 -0.05657 0.74178 0.0 0.1 0.2 -0.35
N -3.13788 -2.08773 -0.66647 -0.1 0.0 -0.1 -0.24
S -1.99124 -3.01166 -0.13265 -0.1 -0.1 0.1 0.79
O -2.40494 -4.15507 0.57151 0.0 0.0 0.0 -0.15
O -1.01775 -2.11549 0.68740 0.3 0.1 -0.5 -0.39
C -0.90882 -3.51782 -1.58326 0.0 0.0 0.0 -0.68
F -1.67578 -4.13708 -2.44191 0.0 0.0 0.0 0.22
F -0.38750 -2.42100 -2.10558 0.0 -0.1 0.0 0.18
F 0.02698 -4.30083 -1.10342 0.0 0.0 0.0 0.21
N -0.11356 -0.19180 2.37961 -0.2 0.1 -0.1 -0.26
S -0.98846 -0.70122 3.75626 0.0 0.0 0.0 1.26
C -2.16445 0.56851 4.01821 -0.1 0.0 0.0 -0.44
C -3.48596 0.14016 4.11946 0.0 0.0 0.0 -0.06
C -4.46903 1.09228 4.33857 0.0 0.0 0.0 -0.03
C -4.12136 2.43287 4.42776 0.0 0.0 0.0 -0.01
C -2.79391 2.84517 4.30749 0.0 0.0 0.0 -0.02
C -1.79681 1.91280 4.10754 0.1 -0.1 0.0 -0.06
C 0.28531 -0.49810 4.97938 -0.1 0.0 0.0 -0.40
C -0.02278 0.10374 6.19357 0.0 0.1 0.0 -0.05
C 0.96498 0.15101 7.16496 0.0 0.0 0.0 -0.02
C 2.21962 -0.38907 6.91572 0.0 0.0 0.0 -0.01
C 2.49956 -1.00139 5.69888 0.0 0.0 0.0 -0.03
C 1.52393 -1.08015 4.72072 0.0 -0.1 0.0 -0.07
H 0.68515 0.41410 2.61771 0.1 -0.1 0.0 0.08
H -3.73562 -0.91092 4.04236 0.0 0.0 0.0 0.12
H -5.50111 0.78727 4.44046 0.0 0.0 0.0 0.13
H -4.89214 3.17310 4.59671 0.0 0.0 0.0 0.13
H -2.54436 3.89464 4.38021 0.0 0.0 0.0 0.13
H -0.75933 2.21592 4.03240 0.0 0.0 0.0 0.13
H -0.99893 0.52639 6.38600 0.0 0.0 0.0 0.12
H 0.75146 0.61536 8.11755 0.0 0.0 0.0 0.13
H 2.98454 -0.34060 7.67858 0.0 0.0 0.0 0.13
H 3.47376 -1.43244 5.51510 0.0 0.0 0.0 0.13
H 1.73160 -1.59141 3.78814 0.0 0.0 0.0 0.12


17
Properties=species:S:1:pos:R:3:forces:R:3:lowdin_charge:R:1 method="wB97M-V/def2-TZVPD" de_lowest_ev=2.249 e_lumo_ev=0.534 gap_ev=8.3
C 2.99250 -0.12328 -0.04370 -1.5 -1.0 0.1 0.02
C 1.99146 -0.87570 0.44033 0.9 0.8 1.0 -0.18
C 0.68647 -0.81406 -0.18566 -1.9 -0.6 -0.6 -0.48
C 0.22416 -0.16667 -1.28448 -2.5 -3.1 4.5 -0.13
O -1.14304 -0.23694 -1.50929 0.6 0.8 0.3 -0.11
C -1.88194 -0.63878 -0.33574 1.5 -1.4 -0.8 -0.55
C -2.24170 0.42548 0.63378 -1.3 0.8 0.6 -0.19
C -1.54811 1.54549 0.67206 -1.6 2.0 2.8 0.01
S -0.70970 -1.74989 0.53634 1.0 0.1 0.0 0.96
H 3.87631 -0.05561 0.45766 2.4 -0.1 1.6 0.02
H 3.03829 0.47320 -0.92261 -0.8 0.2 -0.8 0.06
H 2.12820 -1.37546 1.48279 -0.4 0.7 -2.2 0.14
H 0.68287 0.37243 -1.96530 2.4 2.5 -3.1 0.08
H -2.53175 -1.34148 -0.82798 -1.5 0.3 0.7 0.11
H -3.06848 0.33177 1.39673 1.0 -0.6 -1.1 0.13
H -0.81782 1.82751 0.02071 1.9 0.2 -2.0 0.02
H -1.67773 2.40197 1.43438 -0.3 -1.8 -1.0 0.10


17
Properties=species:S:1:pos:R:3:forces:R:3:lowdin_charge:R:1 method="wB97M-V/def2-TZVPD" de_lowest_ev=9.329 e_lumo_ev=0.864 gap_ev=9.0
C -1.96765 0.29953 -0.51410 0.7 -0.9 2.3 -0.21
C -0.81063 0.35114 0.58270 0.7 -1.3 -4.3 -0.09
C 0.41510 0.82868 -0.18980 -2.3 -1.2 -1.2 -0.36
C 2.41631 -0.29074 0.05498 1.3 -0.5 -1.8 -0.07
C 0.43793 -0.58748 0.38985 -3.2 0.6 1.7 -0.29
H -3.89261 -0.12808 -0.44904 -0.7 0.0 0.4 0.02
H -3.32307 -1.51495 0.26685 1.6 4.1 -0.3 0.15
H -2.17456 1.47248 -0.72672 0.0 -3.1 0.0 0.16
H -1.54660 -0.40059 -1.37767 -1.2 2.1 1.4 0.14
H -1.00701 0.58138 1.57948 -0.6 0.1 1.5 0.11
H 0.10844 0.83950 -1.32146 0.8 -0.1 2.0 0.17
H 2.78602 -0.43916 1.26910 -1.1 0.1 -3.8 0.19
H 3.25008 -0.48108 -0.77783 -1.4 1.1 2.1 0.16
H 1.06078 -0.66310 1.30921 -2.1 0.8 0.5 0.12
N -3.17926 -0.34023 0.24247 -0.2 -2.2 -1.8 -0.08
O 1.67454 1.11307 0.04310 4.9 0.7 0.7 -0.06
O 1.33133 -1.17451 -0.46946 2.8 -0.3 0.7 -0.06